# C42H53MoN6O2P2S3

C42H53MoN6O2P2S3 as an isolated structure in a non-equilibrium geometry (the ωB97M-V functional and the def2-TZVPD basis, OMol25).

Each line ends with the Löwdin charge.
Cartesian coordinates (Å):
1 Mo 0.110 0.196 -0.249  1.22
2 C -0.470 -2.892 2.886  -0.11
3 C 0.955 -2.809 2.333  -0.49
4 C 1.554 -4.216 2.405  -0.10
5 P 0.994 -2.086 0.589  1.05
6 C 2.571 -2.833 -0.057  -0.52
7 C 3.767 -2.355 0.778  -0.11
8 C 2.864 -2.550 -1.527  -0.14
9 C -0.427 -2.980 -0.084  -0.39
10 C -0.432 -4.263 -0.603  -0.09
11 C -1.615 -4.804 -1.091  -0.09
12 C -2.768 -4.037 -1.073  -0.06
13 C -2.766 -2.746 -0.556  -0.07
14 C -1.602 -2.203 -0.026  -0.36
15 N -1.471 -0.879 0.488  -0.18
16 C -2.426 -0.359 1.387  -0.29
17 C -3.570 -1.062 1.801  -0.03
18 C -4.473 -0.512 2.690  -0.06
19 C -4.277 0.758 3.215  -0.07
20 C -3.122 1.434 2.880  -0.10
21 C -2.191 0.885 2.001  -0.34
22 P -0.530 1.577 1.798  1.10
23 C -0.076 1.543 3.651  -0.48
24 C -0.310 0.213 4.351  -0.09
25 C 1.273 2.085 4.133  -0.10
26 C -0.311 3.426 1.616  -0.49
27 C -0.058 3.967 0.207  -0.10
28 C -1.344 4.297 2.332  -0.09
29 H -0.427 -3.086 3.959  0.09
30 H -1.004 -3.718 2.417  0.09
31 H -1.046 -1.989 2.730  0.04
32 H 1.553 -2.146 2.967  0.08
33 H 1.056 -4.887 1.705  0.08
34 H 1.377 -4.608 3.408  0.09
35 H 2.626 -4.249 2.226  0.06
36 H 2.457 -3.911 0.068  0.09
37 H 4.033 -1.334 0.505  0.06
38 H 4.631 -2.986 0.563  0.09
39 H 3.595 -2.385 1.854  0.06
40 H 2.855 -1.477 -1.732  0.05
41 H 2.143 -3.020 -2.190  0.04
42 H 3.859 -2.931 -1.769  0.09
43 H 0.487 -4.834 -0.660  0.11
44 H -1.629 -5.806 -1.500  0.11
45 H -3.688 -4.440 -1.477  0.11
46 H -3.665 -2.150 -0.613  0.10
47 H -3.748 -2.066 1.453  0.10
48 H -5.344 -1.088 2.977  0.11
49 H -4.998 1.199 3.889  0.11
50 H -2.940 2.411 3.306  0.10
51 H -0.846 2.231 4.009  0.08
52 H 0.413 -0.529 4.021  0.05
53 H -1.313 -0.176 4.197  0.07
54 H -0.168 0.349 5.426  0.09
55 H 2.045 1.322 4.085  0.05
56 H 1.170 2.362 5.184  0.09
57 H 1.634 2.967 3.605  0.07
58 H 0.643 3.529 2.138  0.07
59 H -0.992 4.215 -0.290  0.07
60 H 0.494 3.265 -0.416  0.04
61 H 0.526 4.887 0.288  0.09
62 H -2.333 4.139 1.908  0.07
63 H -1.074 5.346 2.191  0.09
64 H -1.378 4.119 3.407  0.07
65 S 6.214 4.352 -2.334  1.05
66 N 5.898 3.577 -0.957  -0.21
67 C 4.730 2.977 -1.110  -0.30
68 C 4.063 2.166 -0.107  -0.07
69 C 4.585 1.890 1.142  0.03
70 C 3.835 1.085 1.984  -0.03
71 C 2.616 0.596 1.567  -0.19
72 N 2.068 0.860 0.367  -0.08
73 C 2.811 1.637 -0.459  -0.15
74 C 2.216 1.878 -1.738  -0.16
75 N 1.004 1.311 -1.897  -0.08
76 C 0.424 1.478 -3.100  -0.21
77 C 0.995 2.199 -4.129  -0.02
78 C 2.236 2.795 -3.955  0.03
79 C 2.858 2.634 -2.733  -0.07
80 C 4.150 3.199 -2.387  -0.30
81 N 4.892 3.961 -3.171  -0.21
82 H 5.547 2.287 1.432  0.13
83 H 4.203 0.822 2.965  0.12
84 H 2.036 -0.050 2.209  0.08
85 H -0.516 0.963 -3.226  0.03
86 H 0.479 2.267 -5.077  0.12
87 H 2.722 3.349 -4.746  0.13
88 C -3.407 -2.447 -4.570  -0.13
89 C -2.495 -1.634 -3.682  -0.75
90 S -3.179 -0.315 -2.878  0.75
91 C -1.166 -2.047 -3.509  -0.68
92 C -0.639 -3.251 -4.261  -0.11
93 S 0.024 -1.350 -2.515  0.81
94 H -4.407 -2.024 -4.553  0.06
95 H -3.459 -3.486 -4.233  0.08
96 H -3.051 -2.455 -5.602  0.08
97 H -1.218 -3.474 -5.152  0.07
98 H -0.670 -4.127 -3.606  0.07
99 H 0.399 -3.094 -4.548  0.07
100 N -2.610 2.568 -3.295  0.12
101 C -3.265 2.933 -2.012  -0.06
102 C -2.488 2.387 -0.800  -0.66
103 O -2.965 2.705 0.271  0.04
104 O -1.458 1.688 -1.079  -0.20
105 H -2.674 1.523 -3.418  -0.03
106 H -1.609 2.761 -3.209  0.12
107 H -3.002 3.055 -4.098  0.17
108 H -4.269 2.515 -1.985  0.13
109 H -3.317 4.016 -1.929  0.14

Atoms 1-6, force components in eV/Å:
Mo -1.171 -0.343 0.109
C 0.051 0.042 0.044
C 0.055 0.222 0.023
C 0.065 0.037 0.030
P -0.006 -0.552 -0.168
C -0.055 0.151 -0.086

Results
Total charge: +1
2S+1: 3
M, g mol⁻¹: 928.0
LUMO energy (spin up / spin down), hartree: -0.1162 / -0.1300